Record 1
{
  "formula": "C14H20B2Cl3CrF8O16",
  "method": "ωB97M-V/def2-TZVPD",
  "orbital_gap_ev": [4.8, 8.3],
  "spin_multiplicity": 4,
  "energy_ev": -136684.7240,
  "total_charge": 0,
  "e_homo_ev": [-10.1, -10.3],
  "s_squared": 4.02,
  "symbols": ["Cr", "Cl", "O", "O", "O", "O", "B", "F", "F", "F", "F", "B", "F", "F", "F", "F", "C", "C", "O", "C", "O", "O", "H", "H", "H", "H", "C", "C", "O", "C", "O", "O", "H", "H", "H", "H", "C", "C", "O", "C", "O", "O", "H", "H", "H", "H", "C", "C", "O", "C", "O", "O", "H", "H", "H", "H", "Cl", "C", "C", "Cl", "H", "H", "H", "H"],
  "coordinates": [[21.53, 9.09, -9.73], [21.54, 12.75, -10.20], [20.67, 13.71, -9.51], [21.08, 11.38, -9.84], [21.33, 13.04, -11.64], [22.85, 12.97, -9.74], [24.02, 8.52, -10.53], [24.65, 8.43, -11.74], [24.80, 8.33, -9.41], [23.40, 9.72, -10.34], [22.93, 7.69, -10.52], [19.99, 8.30, -11.37], [21.14, 9.00, -11.67], [19.23, 9.29, -10.90], [19.55, 7.64, -12.47], [20.36, 7.51, -10.28], [27.77, 10.10, -10.83], [27.05, 10.79, -9.65], [25.90, 11.34, -10.26], [26.15, 11.44, -11.56], [25.40, 11.95, -12.41], [27.35, 10.93, -11.84], [27.38, 9.09, -10.95], [28.85, 10.09, -10.76], [27.70, 11.47, -9.11], [26.81, 10.03, -8.90], [25.39, 8.53, -14.54], [24.03, 9.07, -14.50], [23.51, 9.16, -15.82], [24.39, 8.59, -16.64], [24.29, 8.51, -17.87], [25.53, 8.11, -15.91], [25.44, 7.55, -14.06], [26.15, 9.20, -14.15], [24.21, 10.11, -14.24], [23.36, 8.52, -13.84], [20.52, 5.23, -5.90], [22.03, 5.12, -5.72], [22.55, 5.87, -6.76], [21.56, 6.62, -7.29], [21.79, 7.42, -8.18], [20.36, 6.32, -6.71], [19.91, 5.50, -5.03], [20.17, 4.42, -6.53], [22.41, 4.11, -5.86], [22.37, 5.45, -4.73], [25.32, 10.19, -5.89], [24.39, 11.23, -5.31], [23.22, 11.08, -6.06], [23.39, 10.17, -7.04], [22.58, 9.87, -7.90], [24.54, 9.61, -6.94], [25.58, 9.42, -5.17], [26.28, 10.50, -6.29], [24.80, 12.23, -5.45], [24.24, 11.06, -4.24], [27.49, 5.56, -10.10], [26.25, 5.63, -11.33], [24.94, 5.29, -10.71], [24.97, 3.51, -10.35], [26.61, 4.97, -12.13], [26.25, 6.61, -11.80], [24.09, 5.67, -11.28], [24.91, 5.83, -9.77]]
}

Record 2
{
  "formula": "C18H68O16",
  "method": "ωB97M-V/def2-TZVPD",
  "orbital_gap_ev": 9.9,
  "energy_ev": -52523.4245,
  "total_charge": 0,
  "e_homo_ev": -10.1,
  "symbols": ["C", "C", "O", "H", "H", "H", "H", "H", "H", "C", "C", "O", "H", "H", "H", "H", "H", "H", "C", "C", "O", "H", "H", "H", "H", "H", "H", "C", "C", "O", "H", "H", "H", "H", "H", "H", "C", "C", "O", "H", "H", "H", "H", "H", "H", "C", "C", "O", "H", "H", "H", "H", "H", "H", "C", "C", "O", "H", "H", "H", "H", "H", "H", "C", "C", "O", "H", "H", "H", "H", "H", "H", "C", "C", "O", "H", "H", "H", "H", "H", "H", "O", "H", "H", "O", "H", "H", "O", "H", "H", "O", "H", "H", "O", "H", "H", "O", "H", "H", "O", "H", "H"],
  "coordinates": [[5.62, -20.98, -5.35], [4.11, -21.18, -5.35], [3.52, -20.40, -4.34], [6.09, -21.06, -4.37], [5.79, -19.94, -5.65], [6.10, -21.58, -6.12], [3.79, -22.20, -5.15], [3.70, -20.93, -6.32], [3.69, -20.81, -3.49], [-7.00, -14.80, -9.46], [-7.70, -14.03, -8.35], [-6.70, -13.14, -7.74], [-6.20, -15.37, -8.99], [-6.54, -14.25, -10.28], [-7.71, -15.53, -9.84], [-8.04, -14.73, -7.58], [-8.59, -13.51, -8.71], [-7.09, -12.81, -6.93], [3.59, -12.42, 2.66], [2.91, -12.53, 1.32], [1.55, -12.42, 1.68], [3.31, -13.32, 3.20], [3.44, -11.50, 3.21], [4.66, -12.50, 2.47], [3.06, -13.47, 0.78], [3.15, -11.68, 0.68], [1.07, -12.24, 0.87], [0.69, -18.37, 3.72], [1.51, -18.49, 5.00], [2.24, -19.69, 4.85], [0.05, -17.49, 3.73], [0.06, -19.24, 3.54], [1.46, -18.12, 2.99], [0.88, -18.49, 5.89], [2.24, -17.70, 5.15], [1.84, -20.22, 5.55], [-5.59, -14.00, 3.57], [-6.39, -14.37, 4.83], [-6.71, -15.76, 4.75], [-4.72, -14.65, 3.50], [-5.25, -12.97, 3.47], [-6.06, -14.13, 2.60], [-7.35, -13.86, 4.81], [-5.86, -13.98, 5.69], [-7.03, -15.93, 3.86], [-2.22, -20.78, -8.98], [-2.02, -22.13, -8.30], [-1.91, -23.03, -9.33], [-1.53, -20.53, -9.79], [-2.09, -20.08, -8.16], [-3.28, -20.66, -9.25], [-2.88, -22.34, -7.66], [-1.11, -22.06, -7.70], [-1.38, -23.74, -8.97], [-1.82, -25.43, -2.42], [-2.41, -24.42, -1.48], [-1.68, -24.55, -0.31], [-1.91, -26.46, -2.08], [-0.76, -25.26, -2.59], [-2.29, -25.33, -3.39], [-3.48, -24.59, -1.58], [-2.23, -23.40, -1.81], [-2.31, -24.36, 0.38], [-9.06, -21.00, -7.54], [-9.81, -22.13, -8.18], [-11.14, -21.94, -7.92], [-8.02, -21.23, -7.30], [-9.53, -20.85, -6.57], [-9.14, -20.06, -8.08], [-9.42, -22.95, -7.57], [-9.56, -22.35, -9.22], [-11.59, -21.86, -8.76], [-3.32, -17.31, -2.28], [-4.38, -17.11, -3.38], [-3.77, -16.34, -4.37], [-3.82, -17.67, -1.38], [-2.98, -16.36, -1.88], [-2.47, -17.93, -2.59], [-5.25, -16.66, -2.91], [-4.65, -18.07, -3.82], [-4.44, -15.77, -4.76], [-1.86, -12.15, -2.41], [-2.21, -12.81, -3.00], [-1.49, -11.48, -2.99], [-9.43, -17.31, 0.41], [-9.83, -16.66, -0.18], [-10.16, -17.63, 0.94], [-10.26, -14.14, -2.97], [-10.91, -13.88, -3.62], [-9.66, -13.40, -2.92], [0.78, -16.56, -5.38], [1.36, -17.26, -5.07], [-0.10, -16.95, -5.34], [0.11, -13.93, -8.98], [0.22, -14.23, -8.08], [-0.43, -13.15, -8.91], [-7.43, -21.42, 0.87], [-7.59, -20.54, 0.51], [-7.98, -21.99, 0.34], [-2.60, -10.57, -8.37], [-2.07, -10.31, -7.61], [-3.38, -10.99, -7.99]]
}